(1)
ORCA calculation (ωB97M-V with the def2-TZVPD basis set) on a molecular structure, C33H43BFN7Re.

Positions of all 86 atoms, in Å:
Re  -0.1889  -0.2459  -0.1456
C  3.1443  -1.7948  0.1345
C  3.0430  -0.3145  -0.0150
C  4.0682  0.6237  0.0019
C  3.4598  1.8667  -0.0668
C  4.0807  3.2210  -0.0572
N  2.1306  1.6736  -0.1299
N  1.8710  0.3307  -0.1183
B  0.9619  2.6626  0.0530
N  0.2335  2.2518  1.3610
N  -0.1036  0.9346  1.5399
C  -0.3194  0.7314  2.8526
C  -0.5649  -0.6180  3.4121
C  -0.1773  1.9391  3.5128
C  0.1827  2.8725  2.5493
C  0.4731  4.3223  2.7256
N  -0.0215  2.4779  -1.1316
N  -0.3977  1.2206  -1.5324
C  -1.1716  1.3576  -2.6496
C  -1.7343  0.2148  -3.4115
C  -1.2738  2.7010  -2.9372
C  -0.5407  3.3796  -1.9643
C  -0.3130  4.8439  -1.8237
H  3.8245  -2.0311  0.9517
H  3.5490  -2.2568  -0.7652
H  2.1766  -2.2519  0.3569
H  5.1241  0.4262  0.0738
H  5.1630  3.1266  -0.0293
H  3.7656  3.7960  0.8136
H  3.8070  3.7839  -0.9495
H  1.3355  3.7873  0.1101
H  -0.6431  -1.3742  2.6296
H  -1.4796  -0.6301  4.0002
H  0.2586  -0.8991  4.0700
H  -0.2930  2.1146  4.5687
H  0.4883  4.5635  3.7852
H  -0.2977  4.9292  2.2488
H  1.4330  4.5984  2.2926
H  -1.2128  -0.7064  -3.1746
H  -1.6272  0.4012  -4.4790
H  -2.7965  0.0858  -3.1996
H  -1.7901  3.1382  -3.7749
H  -0.8472  5.3722  -2.6087
H  0.7464  5.0864  -1.9013
H  -0.6691  5.2015  -0.8576
C  0.9396  -2.2351  -2.4741
C  -0.0543  -3.3737  -2.2507
C  -1.2353  -3.3711  -3.2281
C  -0.4890  -3.6186  -0.8020
C  -0.1241  -4.8631  -0.2928
C  -0.6100  -5.3348  0.9103
C  -1.5115  -4.5693  1.6284
C  -1.8926  -3.3045  1.2053
C  -2.9650  -2.5861  2.0206
C  -2.8337  -2.8585  3.5280
C  -4.3778  -3.0404  1.6156
C  -1.3258  -2.8020  0.0023
N  -1.6687  -1.4402  -0.3986
C  -2.9873  -1.1441  -0.8264
C  -3.7791  -2.0655  -1.5072
C  -5.0334  -1.7053  -1.9666
C  -5.5281  -0.4264  -1.7309
C  -4.7693  0.4920  -1.0180
C  -3.5206  0.1147  -0.5825
F  -2.7711  1.0012  0.1170
H  1.0341  -1.9757  -3.5286
H  1.9230  -2.5085  -2.1000
H  0.6764  -1.3068  -1.9442
H  0.5088  -4.2702  -2.5128
H  -1.9353  -2.5556  -3.0678
H  -1.7923  -4.3049  -3.1415
H  -0.8621  -3.3041  -4.2507
H  0.5295  -5.4932  -0.8819
H  -0.3176  -6.3125  1.2691
H  -1.9327  -4.9721  2.5386
H  -2.8843  -1.5090  1.8449
H  -3.2282  -3.8439  3.7748
H  -3.4340  -2.1384  4.0851
H  -1.8079  -2.8160  3.8901
H  -4.4726  -4.1182  1.7582
H  -4.6288  -2.8101  0.5853
H  -5.1124  -2.5539  2.2581
H  -3.4161  -3.0740  -1.6507
H  -5.6346  -2.4314  -2.4960
H  -6.5107  -0.1481  -2.0852
H  -5.1328  1.4855  -0.7927

Cartesian forces, eV/Å:
Re 0.2 -0.3 0.3
C 0.0 0.0 0.0
C 0.0 0.0 0.1
C 0.0 0.0 0.0
C 0.0 0.1 0.1
C 0.0 0.0 0.0
N 0.0 0.0 -0.1
N -0.2 0.0 0.0
B -0.1 0.0 0.0
N 0.1 0.0 0.0
N 0.0 0.1 -0.1
C 0.0 0.0 0.0
C 0.0 0.1 0.0
C 0.0 0.0 0.0
C 0.0 0.0 0.1
C 0.0 0.0 0.0
N 0.2 0.0 0.1
N -0.2 0.0 0.0
C 0.1 0.0 0.1
C 0.0 0.0 0.0
C 0.0 0.0 0.0
C 0.0 0.0 -0.1
C 0.0 0.0 0.0
H 0.0 0.0 0.0
H 0.0 0.0 0.0
H 0.0 0.0 0.0
H 0.0 0.0 0.0
H 0.0 0.0 0.0
H 0.0 0.0 0.0
H 0.0 0.0 0.0
H 0.0 0.0 0.0
H 0.0 0.0 0.0
H 0.0 0.0 0.0
H 0.0 0.0 0.0
H 0.0 0.0 0.0
H 0.0 0.0 0.0
H 0.0 0.0 0.0
H 0.0 0.0 0.0
H 0.0 0.0 0.0
H 0.0 0.0 0.0
H 0.0 0.0 0.0
H 0.0 0.0 0.0
H 0.0 0.0 0.0
H 0.0 0.0 0.0
H 0.0 0.0 0.0
C 0.0 -0.1 0.1
C 0.0 0.1 0.0
C 0.0 0.0 0.0
C 0.1 0.0 -0.1
C 0.0 0.0 0.1
C 0.0 0.0 0.0
C 0.0 -0.1 0.0
C -0.1 0.1 0.1
C 0.0 0.0 0.1
C 0.0 0.0 0.0
C 0.0 0.0 0.0
C 0.1 0.0 0.1
N 0.0 0.1 -0.2
C -0.1 -0.1 0.0
C 0.0 0.0 0.0
C 0.0 0.1 0.0
C 0.0 0.0 0.0
C -0.1 0.0 0.0
C -0.1 0.0 0.0
F 0.0 0.0 0.1
H 0.0 0.0 0.0
H 0.0 0.0 0.0
H -0.1 0.2 -0.2
H 0.0 0.0 0.0
H 0.1 0.0 0.0
H 0.0 0.0 0.0
H 0.0 0.0 0.0
H 0.0 0.0 0.0
H 0.0 0.0 0.0
H 0.0 0.0 0.0
H 0.0 0.0 0.0
H 0.0 0.0 0.0
H 0.0 0.0 0.0
H 0.0 0.0 0.0
H 0.0 0.0 0.0
H 0.0 0.0 0.0
H 0.0 0.0 0.0
H 0.0 0.0 0.0
H 0.0 0.0 0.0
H 0.0 0.0 0.0
H 0.0 0.0 0.0

## Properties
Gap between HOMO and LUMO (spin up / spin down): 6.744 / 6.537 eV
DFT total energy: -1869.13696 Eh
HOMO level (spin up / spin down): -13.80 / -14.16 eV
Relative energy (zero: lowest compared OMol25 entry of this formula, charge and spin): 12.2 kcal/mol
Net charge: +2
E_LUMO (spin up / spin down): -7.05 / -7.62 eV
Spin multiplicity: 4

Atom charges from the Löwdin analysis, given in e for atoms 1 to 2: 1.79, -0.01

(2)
ORCA calculation (ωB97M-V with the def2-TZVPD basis set) on 14 unconnected molecules or ions with the total composition C17H9Cl52NO4P2 at a distorted geometry.

Positions of all 85 atoms, in Å:
O  3.1048  -2.8620  -1.2166
C  2.1127  -2.8322  -0.5018
C  1.8813  -2.0020  0.7615
C  0.3694  -2.0733  0.9639
C  -0.0790  -2.4936  -0.4147
P  -1.7296  -3.3124  -0.6752
P  -3.2260  -2.0081  0.1990
O  -4.1048  -1.4518  -0.8134
O  -4.1050  -2.9264  1.1502
O  -2.5969  -0.8435  1.0321
N  0.8871  -3.5664  -0.7243
H  2.4518  -2.4242  1.5576
H  2.2592  -1.0256  0.5220
H  0.0632  -1.1005  1.2939
H  0.1526  -2.7769  1.7314
H  0.0846  -1.7717  -1.1896
H  -1.7003  -4.4057  0.2136
H  -4.6270  -3.4502  0.5326
H  -2.8655  -0.0357  0.5671
H  0.8410  -4.2806  -0.0112
C  -2.9468  3.4500  -0.3535
Cl  -1.5734  3.5320  0.7565
Cl  -4.1988  4.5474  0.1987
Cl  -2.4151  3.9032  -1.9735
Cl  -3.5915  1.8028  -0.3696
C  -3.3355  -2.1292  -4.6775
Cl  -2.0527  -1.8565  -3.4960
Cl  -4.7062  -1.0890  -4.3233
Cl  -2.7226  -1.7739  -6.2961
Cl  -3.8317  -3.8217  -4.5954
C  -2.6224  -0.2239  4.4859
Cl  -2.6725  -0.1392  6.2491
Cl  -2.2443  1.3781  3.8327
Cl  -1.3764  -1.3640  3.9662
Cl  -4.1841  -0.7441  3.8702
C  0.3129  -6.9971  -3.2080
Cl  -0.3176  -8.6450  -3.0604
Cl  -0.7907  -5.8526  -2.4540
Cl  1.8781  -6.8997  -2.3983
Cl  0.4861  -6.5898  -4.9138
C  3.0696  0.6001  -3.6486
Cl  3.1346  2.1668  -4.4542
Cl  4.3649  0.4877  -2.4543
Cl  1.5047  0.4220  -2.8449
Cl  3.2813  -0.6884  -4.8248
C  -5.2114  5.6788  4.1795
Cl  -6.0574  5.1079  5.6165
Cl  -6.3853  6.0654  2.9177
Cl  -4.2769  7.1212  4.5755
Cl  -4.1245  4.4214  3.5942
C  3.8596  -4.4032  -5.9938
Cl  3.5977  -5.8288  -7.0096
Cl  2.6817  -4.3538  -4.6971
Cl  5.4796  -4.4582  -5.2989
Cl  3.6979  -2.9492  -6.9835
C  -0.5108  4.5771  -6.1001
Cl  -0.2236  3.1071  -7.0287
Cl  -1.4810  5.7017  -7.0504
Cl  -1.3745  4.1692  -4.6112
Cl  1.0282  5.3335  -5.6897
C  2.3450  0.7095  4.8638
Cl  2.3020  2.3702  4.2754
Cl  3.8603  0.3994  5.7052
Cl  0.9862  0.4719  5.9626
Cl  2.1954  -0.4010  3.4942
C  1.0575  6.5642  4.1207
Cl  1.3489  6.6273  5.8583
Cl  1.1530  8.1797  3.4304
Cl  2.2713  5.5317  3.3569
Cl  -0.5511  5.9045  3.8206
C  -0.8490  9.0004  -0.2102
Cl  -1.2943  7.3312  0.1509
Cl  -1.7943  10.0918  0.8035
Cl  0.8675  9.2272  0.1263
Cl  -1.1699  9.3438  -1.9098
C  7.0632  -3.2665  -1.5549
Cl  8.2234  -2.9153  -0.2692
Cl  5.9235  -4.4903  -1.0033
Cl  6.1851  -1.7942  -1.9793
Cl  7.9273  -3.8653  -2.9748
C  -0.0735  -4.0275  7.1055
Cl  -0.0108  -4.0528  8.8691
Cl  0.2665  -2.3994  6.5219
Cl  1.1276  -5.1487  6.4574
Cl  -1.6835  -4.5150  6.5669

Cartesian forces, eV/Å:
O -2.1 0.0 1.5
C 2.0 -0.7 -0.6
C 0.2 -0.1 -1.3
C 1.1 1.8 -0.2
C -0.9 -2.1 1.1
P -0.1 -0.1 -0.7
P -0.3 -0.5 -0.2
O -0.6 0.7 -1.7
O 0.5 -0.3 0.9
O 0.7 0.0 0.9
N 0.7 0.3 -1.5
H 0.6 -0.3 0.6
H 0.1 0.7 0.2
H -0.7 0.4 0.1
H -0.6 -0.8 0.4
H -0.2 0.8 -0.3
H 0.3 0.4 0.6
H -0.5 -0.2 0.1
H 0.1 0.3 0.3
H -0.1 -0.4 0.2
C 0.1 0.0 0.1
Cl 0.1 0.0 0.1
Cl -0.1 0.1 -0.1
Cl -0.2 -0.1 0.5
Cl -0.3 0.0 -0.3
C 0.0 0.0 0.0
Cl 0.1 0.3 -0.3
Cl 0.0 0.0 0.0
Cl 0.0 0.0 -0.1
Cl 0.0 -0.1 0.0
C 0.0 0.0 -0.2
Cl 0.0 0.0 0.0
Cl 0.1 0.0 0.0
Cl -0.2 0.1 0.0
Cl -0.1 0.0 0.1
C 0.0 -0.1 0.0
Cl 0.0 0.0 0.0
Cl -0.2 0.0 -0.1
Cl 0.1 0.0 0.0
Cl -0.2 -0.3 0.0
C 0.1 -0.1 0.0
Cl 0.0 0.1 0.0
Cl -0.2 0.4 0.1
Cl -0.1 0.0 0.1
Cl -0.1 0.0 0.0
C 0.0 0.0 0.0
Cl 0.0 0.0 0.0
Cl 0.0 0.0 -0.1
Cl 0.0 0.1 0.0
Cl 0.1 -0.1 0.1
C 0.1 0.0 0.1
Cl 0.0 0.0 0.0
Cl 0.2 0.3 0.1
Cl 0.0 0.0 0.0
Cl 0.0 0.0 -0.3
C 0.0 0.0 0.0
Cl 0.0 0.0 0.0
Cl 0.0 0.0 0.0
Cl 0.2 0.0 -0.4
Cl 0.1 0.0 0.0
C -0.1 0.0 0.0
Cl 0.1 0.0 0.0
Cl 0.0 0.0 0.0
Cl 0.0 0.3 0.1
Cl 0.0 0.0 0.0
C -0.1 0.0 0.0
Cl 0.0 0.0 0.0
Cl 0.0 0.1 0.0
Cl 0.1 0.0 -0.1
Cl -0.1 -0.1 0.0
C 0.0 -0.1 0.0
Cl 0.0 -0.1 0.0
Cl 0.0 0.0 0.0
Cl 0.1 0.1 -0.1
Cl 0.0 0.0 0.0
C -0.1 0.1 0.0
Cl 0.0 0.0 0.0
Cl 0.0 -0.1 0.0
Cl 0.2 -0.4 0.0
Cl 0.1 0.0 0.0
C 0.0 0.0 0.0
Cl 0.0 0.0 0.0
Cl 0.2 -0.4 0.3
Cl 0.0 0.0 0.0
Cl -0.1 0.0 0.0

## Properties
Gap between HOMO and LUMO: 9.375 eV
DFT total energy: -25621.48567 Eh
HOMO level: -9.47 eV
E_LUMO: -0.10 eV
Spin multiplicity: 1

Atom charges from the Löwdin analysis, given in e for atoms 1 to 2: 0.05, -0.41